Record 1
84
Properties=species:S:1:pos:R:3:forces:R:3:lowdin_charge:R:1 method="wB97M-V/def2-TZVPD" homo_lumo_gap_ev="6.88 / 6.75" homo_ev="-15.636 / -15.580" relative_energy_kj_mol=0.0 total_charge=+3
Mo -2.2161 0.6626 -0.3472 -0.211 -0.561 0.000 1.423
O -8.9515 -1.8943 2.3433 0.003 -0.001 -0.083 0.137
N -8.0876 -2.2564 1.5843 0.088 -0.035 0.157 -0.333
O -8.0111 -3.3387 1.0405 -0.086 0.037 -0.034 0.106
C -7.0142 -1.2811 1.2745 -0.047 0.099 -0.041 -0.043
C -7.3449 0.0232 1.3460 0.089 -0.114 -0.036 0.101
C -6.3869 1.0277 0.9948 -0.034 -0.012 0.041 -0.094
C -6.6600 2.4059 1.0691 0.077 0.040 -0.039 0.062
C -5.6766 3.3017 0.7292 0.017 -0.079 0.004 0.014
C -4.4429 2.8169 0.2884 -0.026 0.091 0.005 -0.101
N -4.1713 1.5243 0.1961 -0.033 0.014 0.001 -0.130
C -5.1209 0.6315 0.5662 -0.023 -0.039 0.025 -0.144
C -4.7699 -0.7562 0.5372 -0.051 -0.032 0.052 -0.121
N -3.4917 -1.0521 0.1795 0.107 0.133 -0.057 -0.020
C -3.0965 -2.3181 0.1975 -0.064 -0.098 0.043 -0.072
C -3.9470 -3.3538 0.5839 0.046 0.094 -0.021 0.018
C -5.2462 -3.0750 0.9253 0.038 -0.047 0.002 0.068
C -5.6987 -1.7385 0.8986 -0.014 0.084 0.020 -0.034
H -8.3394 0.3046 1.6652 -0.007 0.003 0.002 0.149
H -7.6338 2.7467 1.3967 -0.005 -0.006 0.013 0.144
H -5.8368 4.3681 0.7882 -0.005 0.004 -0.001 0.130
H -3.6547 3.5008 0.0018 -0.023 0.004 -0.017 0.121
H -2.0792 -2.5146 -0.1107 -0.003 -0.008 -0.011 0.110
H -3.5739 -4.3672 0.5983 -0.004 -0.005 0.003 0.130
H -5.9190 -3.8680 1.2121 0.020 0.005 -0.010 0.127
C 4.0562 1.9907 4.2316 0.028 0.010 0.023 -0.045
C 3.3207 0.6644 4.2844 -0.033 -0.062 -0.037 -0.159
N 2.4240 0.4785 3.1196 -0.069 0.001 -0.012 0.000
C 1.1295 0.7375 3.2737 0.031 -0.035 -0.096 0.073
C 0.2031 0.6546 2.2545 -0.008 -0.022 0.114 -0.025
C -1.2089 0.9419 2.5773 -0.058 0.099 -0.183 -0.495
O -1.6481 1.0204 3.6860 0.056 0.002 0.067 0.163
O -1.9888 1.1448 1.4961 0.108 0.037 0.100 -0.214
C 0.6095 0.2467 0.9736 -0.030 -0.037 0.132 -0.244
O -0.1781 0.0968 -0.0174 -0.031 0.145 -0.071 -0.191
C 2.0107 -0.0558 0.8045 0.055 -0.055 0.019 -0.045
C 2.5018 -0.5050 -0.4299 -0.004 0.010 -0.020 0.103
C 3.8253 -0.7740 -0.5863 -0.010 -0.005 0.023 -0.174
F 4.2512 -1.1670 -1.7975 -0.090 0.043 -0.022 0.086
C 4.7669 -0.6377 0.4647 -0.125 -0.022 -0.004 -0.115
C 4.2681 -0.2161 1.6912 -0.048 -0.008 -0.061 0.066
C 2.9092 0.0778 1.8740 0.041 0.038 0.052 -0.098
N 6.1180 -0.9365 0.2989 0.071 0.026 0.074 -0.073
C 7.1464 -0.1476 0.9607 0.027 0.064 0.024 -0.119
C 8.1420 -1.0847 1.6444 0.030 -0.080 -0.040 -0.056
N 8.2850 -2.3304 0.7919 -0.006 0.023 0.021 0.073
C 8.0899 -2.0119 -0.6627 0.041 -0.033 0.068 -0.071
C 6.6288 -1.6217 -0.8913 0.021 -0.067 -0.075 -0.118
H 4.7214 2.0745 5.0901 -0.002 -0.001 0.002 0.094
H 3.3557 2.8241 4.2700 -0.013 0.000 -0.003 0.091
H 4.6515 2.0923 3.3240 0.003 0.000 0.000 0.071
H 2.6867 0.5997 5.1660 0.029 0.039 0.013 0.132
H 3.9918 -0.1915 4.3301 0.016 0.015 0.005 0.122
H 0.7997 1.0249 4.2644 -0.013 0.006 -0.002 0.165
H 1.8300 -0.6284 -1.2691 -0.011 0.006 0.002 0.144
H 4.9369 -0.1359 2.5319 0.053 -0.005 -0.001 0.104
H 6.7229 0.5229 1.7011 -0.038 -0.013 0.028 0.125
H 7.6585 0.4924 0.2348 -0.003 -0.015 -0.007 0.143
H 7.8040 -1.4142 2.6246 0.000 0.028 0.001 0.139
H 9.1299 -0.6373 1.7367 -0.021 0.026 0.008 0.145
H 7.5858 -3.0168 1.0799 -0.009 -0.002 -0.013 0.187
H 9.1983 -2.7602 0.9459 0.009 0.003 0.009 0.191
H 8.3598 -2.8867 -1.2498 -0.011 0.015 -0.011 0.148
H 8.7896 -1.2110 -0.8925 -0.013 -0.002 -0.035 0.142
H 6.0376 -2.5199 -1.0666 0.018 0.029 -0.008 0.139
H 6.5842 -1.0099 -1.7957 0.033 -0.016 0.031 0.141
C -3.2827 2.3844 -6.2174 -0.009 -0.037 -0.013 -0.024
N -3.1377 2.2429 -4.7641 0.065 -0.006 0.045 -0.018
C -2.9678 1.1326 -4.0576 -0.045 0.091 0.047 -0.650
S -3.5433 1.3230 -2.3759 -0.091 -0.050 -0.138 0.788
N -2.5449 -0.0032 -4.5451 -0.084 -0.052 0.117 0.008
C -1.8371 -0.2570 -5.8020 0.010 0.014 -0.024 -0.017
H -3.9671 3.2091 -6.3958 0.009 0.003 -0.017 0.103
H -3.7206 1.4836 -6.6374 0.009 -0.005 -0.011 0.096
H -2.3329 2.6031 -6.6996 -0.008 0.000 -0.008 0.095
H -3.3811 3.0509 -4.2124 -0.022 0.004 -0.010 0.117
H -2.5250 -0.7738 -3.8869 0.034 0.014 -0.006 0.070
H -1.2985 0.6289 -6.1220 0.006 0.012 -0.009 0.090
H -2.5203 -0.5851 -6.5824 0.017 0.006 -0.007 0.100
H -1.1185 -1.0481 -5.6021 -0.010 -0.002 -0.017 0.098
O -0.8091 3.2727 -1.6468 0.049 0.046 -0.022 0.188
C -1.2858 2.3731 -1.1703 0.149 0.125 0.055 -0.190
N -1.2595 -1.5949 -2.4942 0.017 -0.003 -0.044 0.071
C -1.6041 -0.7269 -1.8144 0.026 0.082 -0.068 -0.420

Record 2
79
Properties=species:S:1:pos:R:3:forces:R:3:lowdin_charge:R:1 method="wB97M-V/def2-TZVPD" homo_lumo_gap_ev=7.60 homo_ev=-9.401 relative_energy_kj_mol=0.0 smiles="CC(C)CC[C@H](C#N)[C@@](N)(C#N)[PH2]=N.O=C1C=CC(=O)C=C1.O=C1C=CC(=O)C=C1.O=C1C=CC(=O)C=C1.O=C1C=CC(=O)C=C1" total_charge=0
C -1.3731 -6.0216 -0.3546 0.207 -0.082 -0.120 -0.061
C -0.9844 -5.0315 -1.4756 -0.744 -0.210 0.185 -0.407
C -2.0868 -4.9724 -2.5502 0.585 0.355 0.310 -0.071
C -0.7863 -3.6188 -0.9443 0.656 0.147 -0.067 -0.194
C 0.4938 -3.4378 -0.1184 -0.067 -0.045 -0.055 -0.141
C 0.4382 -2.1527 0.7274 -0.240 -0.078 -0.115 -0.272
C 1.7355 -1.4866 0.7847 0.014 0.098 0.140 -0.213
N 2.7304 -0.9147 0.8130 0.080 -0.009 -0.028 0.188
C -0.2122 -2.3223 2.1746 0.692 0.230 -0.310 -0.594
N -1.0474 -3.4643 2.3917 -0.186 0.029 0.219 0.063
C 0.8390 -2.2827 3.1943 0.053 -0.230 0.322 -0.209
N 1.6368 -2.2672 4.0204 -0.085 0.046 -0.138 0.208
P -1.3211 -0.8543 2.3909 -1.187 0.348 -0.735 0.788
N -2.6513 -1.0548 1.5813 0.386 -0.013 0.169 -0.272
H -0.5904 -6.7569 -0.1693 0.061 0.012 0.077 0.075
H -2.2636 -6.5839 -0.6276 -0.081 -0.023 0.013 0.070
H -1.5859 -5.5221 0.5892 -0.039 0.066 0.044 0.053
H -0.0549 -5.3737 -1.9328 0.072 0.039 -0.086 0.133
H -1.6776 -4.4799 -3.4315 -0.222 -0.165 -0.091 0.043
H -2.4817 -5.9568 -2.7833 -0.025 -0.052 -0.143 0.074
H -2.8812 -4.3310 -2.1648 -0.264 -0.156 -0.075 0.087
H -1.6491 -3.2814 -0.3668 -0.179 -0.159 -0.014 0.106
H -0.7072 -2.9491 -1.8043 -0.092 0.137 0.015 0.111
H 0.7030 -4.3118 0.5005 -0.030 0.006 0.141 0.116
H 1.3380 -3.3498 -0.8011 0.065 -0.055 -0.026 0.124
H -0.2028 -1.4566 0.1724 -0.092 -0.018 -0.002 0.124
H -1.8935 -3.4245 1.8372 -0.018 0.021 -0.036 0.061
H -0.5634 -4.3447 2.3042 -0.019 -0.036 -0.071 0.084
H -0.5576 0.2293 1.9204 0.340 -0.022 0.456 0.021
H -1.5195 -0.7206 3.7728 0.421 -0.105 0.094 0.023
H -2.7460 -0.3359 0.8724 -0.167 -0.127 -0.100 -0.032
O 3.5712 4.5665 -2.0941 0.006 0.005 -0.003 0.109
C 2.5907 4.0225 -1.6351 0.009 0.004 -0.003 -0.383
C 2.6999 2.7618 -0.8568 -0.008 -0.008 -0.001 0.030
C 1.6220 2.1652 -0.3558 -0.038 -0.001 0.018 0.017
C 0.2673 2.7351 -0.5540 0.025 0.050 -0.019 -0.377
O -0.7212 2.1950 -0.0961 0.022 -0.117 0.073 0.078
C 0.1542 3.9942 -1.3299 -0.018 -0.034 0.021 0.017
C 1.2323 4.5908 -1.8304 -0.016 0.013 0.009 0.028
H 3.6972 2.3623 -0.7229 0.006 0.010 -0.006 0.125
H 1.6869 1.2473 0.2136 0.018 0.002 0.002 0.076
H -0.8420 4.3929 -1.4707 -0.008 -0.023 -0.042 0.093
H 1.1727 5.5087 -2.4018 0.013 -0.007 -0.014 0.121
O 0.9783 0.7742 7.4955 -0.009 0.010 0.004 0.099
C 1.9476 0.1358 7.8482 0.008 -0.011 -0.005 -0.385
C 2.6093 0.4033 9.1510 0.026 -0.007 0.025 0.016
C 3.6730 -0.2945 9.5383 -0.031 0.030 0.004 0.017
C 4.2424 -1.3704 8.6857 0.008 -0.017 -0.015 -0.388
O 5.2111 -2.0050 9.0442 0.007 0.000 0.012 0.102
C 3.5797 -1.6353 7.3850 -0.010 0.009 0.004 0.023
C 2.5156 -0.9382 6.9966 -0.018 0.030 0.013 0.014
H 2.1774 1.1906 9.7557 -0.021 0.006 -0.021 0.120
H 4.1729 -0.1182 10.4822 0.022 -0.024 -0.006 0.120
H 4.0091 -2.4218 6.7775 0.009 -0.002 0.006 0.122
H 2.0213 -1.1205 6.0520 0.012 -0.002 0.005 0.070
O -0.7318 -2.3174 -9.7494 -0.001 0.002 -0.013 0.113
C -0.6798 -2.4364 -8.5457 0.001 0.001 -0.008 -0.385
C 0.6113 -2.3435 -7.8165 0.011 -0.003 0.038 0.024
C 0.6677 -2.4768 -6.4945 0.019 0.004 -0.030 0.022
C -0.5568 -2.7214 -5.6940 -0.003 0.005 0.030 -0.374
O -0.5069 -2.8415 -4.4870 0.098 0.093 -0.057 0.085
C -1.8473 -2.8149 -6.4195 -0.019 0.002 -0.039 0.024
C -1.9046 -2.6822 -7.7416 -0.014 -0.006 0.037 0.024
H 1.4905 -2.1633 -8.4217 -0.017 0.001 -0.028 0.123
H 1.5964 -2.4134 -5.9417 -0.014 -0.003 0.026 0.122
H -2.7261 -2.9947 -5.8132 0.017 0.001 0.027 0.123
H -2.8337 -2.7457 -8.2933 0.014 0.004 -0.029 0.123
O -1.8361 6.2838 -2.4941 0.021 0.021 0.024 0.090
C -1.9271 7.2522 -1.7673 -0.017 0.006 -0.008 -0.378
C -2.0319 7.1035 -0.2941 0.001 0.009 0.011 0.021
C -2.1316 8.1657 0.4998 0.007 -0.038 -0.007 0.026
C -2.1411 9.5443 -0.0541 -0.002 0.010 0.007 -0.384
O -2.2304 10.5112 0.6688 -0.002 0.008 0.006 0.114
C -2.0369 9.6907 -1.5287 0.007 -0.025 -0.031 0.024
C -1.9374 8.6280 -2.3221 -0.004 0.037 0.003 0.021
H -2.0244 6.0910 0.0896 -0.008 -0.008 -0.018 0.119
H -2.2102 8.0826 1.5762 -0.001 0.030 0.004 0.124
H -2.0467 10.7034 -1.9106 -0.001 0.013 0.029 0.123
H -1.8597 8.7100 -3.3987 -0.001 -0.031 -0.003 0.122

Record 3
87
Properties=species:S:1:pos:R:3:forces:R:3:lowdin_spin:R:1 method="wB97M-V/def2-TZVPD" homo_lumo_gap_ev="5.34 / 6.86" homo_ev="-5.635 / -7.103" relative_energy_kj_mol=134.8 spin_multiplicity=3 total_charge=0
Ti -1.3152 1.2664 0.4138 0.509 -0.146 0.038 1.721
C 1.5747 1.3672 -0.9717 0.334 1.015 -1.643 0.010
N 0.3599 2.1687 -0.8670 -0.320 0.146 -0.059 0.019
C -0.2401 2.3215 -2.2095 0.019 1.267 -0.115 0.008
C -1.6380 2.9169 -2.1244 -0.291 0.210 1.126 0.005
N -2.4236 2.1667 -1.1226 2.527 -0.354 -0.587 0.011
C -3.7341 2.3175 -1.0147 0.121 -2.923 0.690 0.004
C -4.4750 3.3832 -1.3105 0.224 3.445 -0.867 0.001
F -3.7985 4.5043 -1.7427 -0.774 -0.469 0.023 0.000
C -5.8113 3.4771 -1.0944 -1.981 1.082 -1.219 0.000
F -6.5017 4.5024 -1.6934 0.558 -0.525 1.049 0.000
C -6.5172 2.4531 -0.5169 -1.541 -0.394 0.305 0.000
F -7.8639 2.5375 -0.3072 0.963 0.026 -0.311 0.000
C -5.8493 1.2702 -0.2607 0.876 -0.293 0.047 0.000
F -6.4539 0.1576 0.2030 0.027 0.758 -0.174 0.000
C -4.4916 1.2223 -0.5436 -1.144 -0.630 0.519 0.002
F -3.9144 0.0219 -0.2937 0.352 0.394 0.038 0.012
C 0.7055 3.4715 -0.2244 -0.009 -0.966 0.023 0.005
C -0.2572 4.0237 0.7745 0.126 0.565 1.051 0.005
N -0.7614 2.9171 1.6374 0.220 0.826 -2.056 0.003
C -1.6542 3.3023 2.5624 1.456 1.717 1.776 0.002
C -1.4996 4.3875 3.4844 0.787 -0.152 -0.645 0.000
F -0.4219 5.2504 3.5166 -0.739 -1.049 -0.596 0.000
C -2.3920 4.5927 4.4867 -0.944 0.831 0.509 0.000
F -2.1842 5.6680 5.2428 -0.195 0.241 0.659 0.000
C -3.5345 3.8236 4.6690 0.080 -0.661 -0.073 0.001
F -4.4823 4.0785 5.5851 0.360 0.270 -0.028 0.000
C -3.6804 2.7156 3.8469 1.176 2.348 0.649 0.000
F -4.7485 2.0014 3.9235 -1.571 -1.495 0.058 0.000
C -2.7338 2.5304 2.8810 -0.950 -1.520 -0.756 0.002
F -2.9531 1.4387 2.0756 -0.050 -0.378 -0.269 0.029
H 2.4085 1.9094 -1.5166 -0.632 -0.199 0.712 0.001
H 1.8728 1.0969 0.0089 0.525 -0.470 0.792 0.002
H 1.3725 0.5286 -1.6184 -0.125 -0.691 0.200 0.000
H 0.3965 3.0508 -2.7916 -0.413 -0.886 0.089 0.001
H -0.2958 1.3512 -2.6684 0.252 -0.487 -0.306 0.001
H -1.4640 3.9278 -1.7774 -0.215 0.584 -0.022 0.000
H -2.1504 3.0232 -3.0904 0.278 -0.348 0.008 0.001
H 1.6082 3.3048 0.3135 0.962 -0.264 0.314 0.000
H 0.9009 4.1996 -0.9781 0.282 0.694 -0.772 0.000
H 0.3020 4.8146 1.3528 -0.367 -0.759 -0.384 0.000
H -0.9909 4.6151 0.2136 -0.746 -0.388 0.386 0.000
C 3.2136 -5.7099 0.3615 0.442 2.336 0.759 0.000
P 2.8119 -4.2488 -0.7254 0.706 0.485 1.271 0.000
C 2.1820 -5.0971 -2.1791 -0.863 -1.622 0.637 0.000
C 4.5289 -3.7945 -1.3270 -1.244 -0.728 -0.985 0.000
C 5.5832 -3.1762 -0.4259 -0.052 -0.120 -1.177 0.000
P 5.0380 -2.2543 1.0268 -0.424 -0.460 1.477 0.000
C 4.0967 -0.7701 0.5126 0.247 0.087 0.137 0.000
C 6.6221 -1.4406 1.4603 0.481 -0.191 0.286 0.000
H 3.7736 -6.3510 -0.2420 1.007 -1.418 -0.689 0.000
H 2.3890 -6.1923 0.8146 -1.169 -0.540 0.060 0.000
H 3.8082 -5.3488 1.2267 -0.038 -0.109 -0.634 0.000
H 2.7358 -6.0175 -2.4358 0.140 0.556 -0.192 0.000
H 2.0403 -4.4287 -3.0124 -0.152 0.062 -0.329 0.000
H 1.2008 -5.5005 -1.8090 0.549 0.476 -0.674 0.000
H 4.3349 -3.2943 -2.2813 -0.033 0.866 0.364 0.000
H 4.8843 -4.7239 -1.7614 0.420 -0.540 0.291 0.000
H 6.2416 -2.5711 -1.0479 0.214 0.074 -0.051 0.000
H 6.1580 -4.0344 -0.0881 0.336 0.206 0.508 0.000
H 4.6148 -0.1604 -0.2494 -0.544 -0.222 0.111 0.000
H 4.0255 -0.1918 1.4420 0.218 0.127 -0.123 0.000
H 3.0518 -1.0272 0.3140 0.276 0.024 -0.557 0.000
H 6.7314 -0.5886 0.8047 0.451 0.269 -0.235 0.000
H 7.5241 -2.0697 1.4579 -0.425 -0.115 -0.595 0.000
H 6.6456 -1.0885 2.4809 -0.510 0.344 0.359 0.000
N -0.3434 -2.9339 -0.2505 2.000 -0.469 2.015 0.019
C -1.0578 -2.8821 -1.3786 -0.557 -0.137 -2.176 -0.001
C -1.2151 -3.7875 -2.4182 -0.403 -0.428 -0.383 0.002
C -1.9664 -3.3358 -3.4912 -0.943 -1.821 -1.112 -0.004
C -2.6388 -2.1007 -3.5285 -0.324 -0.284 -1.336 0.003
C -2.4180 -1.2124 -2.5406 0.307 2.020 0.488 -0.003
C -1.5749 -1.5962 -1.5241 0.487 0.213 1.330 0.004
N -1.1152 -0.8322 -0.4674 0.856 -0.788 2.351 0.007
C -0.4048 -1.6840 0.3090 0.252 1.771 0.184 0.049
C 0.2979 -1.2176 1.5884 0.534 -2.291 -1.097 0.011
C 1.2786 -1.9305 2.3010 -1.950 2.960 -0.207 0.004
S 1.8497 -0.9059 3.5469 -0.076 -0.177 -0.244 0.009
C 0.8200 0.3631 3.0410 0.034 -0.560 -0.174 0.029
N 0.0487 0.0415 2.0236 0.104 0.811 -0.175 0.019
H 0.5034 -3.5542 -0.1466 -1.143 0.868 0.080 0.001
H -0.8617 -4.8273 -2.3800 -0.041 0.657 -0.083 0.000
H -2.1642 -4.0798 -4.3097 0.256 0.917 0.790 0.000
H -3.3162 -1.7817 -4.3407 0.601 -0.643 0.291 0.000
H -2.7364 -0.1567 -2.5422 -0.194 -0.730 -0.061 0.000
H 1.6067 -2.9043 2.1907 0.640 -1.653 -0.325 0.000
H 0.9026 1.3204 3.5474 -0.477 -0.049 -0.354 0.001